Entry 1:
Below is C42H44BrCl2N4NiO3Te as an isolated structure, with properties calculated with ωB97M-V/def2-TZVPD.

* multiplicity: 4
* LUMO level (alpha / beta): -0.27 / -0.49 eV
* energy relative to the best compared isomer or geometry (same formula, charge and spin): 0.000 eV

Last column: Mulliken charge in e.
CARTESIAN COORDINATES (ANGSTROEM)
Ni  2.55106  0.75764  -0.77302  -0.5023
C  5.76029  1.73294  3.79958  -1.3838
C  5.02118  2.21255  2.56350  0.8166
C  4.74019  3.60517  2.36632  -0.4806
C  4.02592  3.99593  1.24957  -0.7869
C  3.64795  2.98576  0.33565  0.6481
Br  2.63234  3.46869  -1.19251  -0.0433
N  3.88662  1.68525  0.49461  -0.1923
C  4.57404  1.29250  1.61954  -0.7929
H  6.15523  2.57699  4.34497  0.3785
H  6.57017  1.06449  3.52051  0.3644
H  5.08198  1.20120  4.46315  0.3052
H  5.04994  4.34955  3.09796  0.3579
H  3.75361  5.01815  1.04658  0.5072
H  4.76246  0.22970  1.70493  0.5606
C  4.21067  -2.49833  -1.96196  -1.4672
C  2.69517  -2.24963  -1.68129  0.8456
O  1.87684  -3.21531  -1.96687  -0.5193
N  2.22319  -1.14028  -1.16839  -0.5507
Te  0.13891  -1.80730  -0.89508  0.7496
C  -1.88470  -2.60636  -0.22401  0.4065
C  -3.09036  -1.93758  -0.46086  0.8304
C  -3.13630  -0.63290  -1.24541  -1.1382
C  -4.25579  -2.51775  0.06413  -0.8371
C  -4.21746  -3.68540  0.83742  0.5730
C  -5.47175  -4.29417  1.44514  -1.6053
C  -2.97870  -4.30630  1.05927  -0.9500
C  -1.78768  -3.79325  0.51685  0.8306
C  -0.45213  -4.46485  0.79376  -1.5233
C  -0.38757  -1.33730  -2.91202  0.3030
C  -0.89221  -2.36582  -3.73126  0.5506
C  -1.02563  -3.82456  -3.25614  -1.6247
C  -1.29641  -2.01302  -5.03198  -0.8851
C  -1.20223  -0.70145  -5.51365  0.6149
C  -1.69281  -0.31719  -6.88971  -1.6346
C  -0.66424  0.28160  -4.66833  -0.8939
C  -0.29749  0.00124  -3.36266  1.0832
C  0.14416  1.12362  -2.45085  0.3217
H  4.43785  -3.52912  -1.69586  0.4073
H  4.83810  -1.83792  -1.37853  0.1707
H  4.40266  -2.35473  -3.02379  0.2606
H  -2.35875  0.06310  -0.93399  -0.1878
H  -4.10104  -0.15653  -1.08476  0.4289
H  -3.01558  -0.81116  -2.31947  0.3380
H  -5.20979  -2.03173  -0.11375  0.3209
H  -6.31848  -3.62938  1.31843  0.3694
H  -5.34252  -4.50141  2.49658  0.3732
H  -5.69975  -5.24974  0.96157  0.3095
H  -2.92504  -5.20732  1.65760  0.3932
H  -0.65128  -5.37972  1.34672  0.4942
H  0.20263  -3.81601  1.37895  0.2376
H  0.08663  -4.73922  -0.10639  0.2350
H  -0.25391  -4.09374  -2.53906  0.1391
H  -0.94570  -4.43591  -4.15004  0.5962
H  -2.01113  -4.01406  -2.83622  0.2789
H  -1.69791  -2.78539  -5.67504  0.3780
H  -2.06040  -1.18561  -7.42846  0.3807
H  -0.89083  0.14681  -7.46400  0.3538
H  -2.51431  0.39854  -6.82463  0.3197
H  -0.55126  1.29722  -5.00684  0.4163
H  0.38766  2.01599  -3.03360  0.6014
H  1.09657  0.79796  -1.93739  -0.7849
H  -0.57684  1.40267  -1.68315  0.2168
O  1.10072  -1.55330  1.51280  -0.7328
C  0.67458  -0.38079  1.51743  -1.4117
N  -0.49733  0.03055  2.11525  0.7088
C  -0.67195  1.47477  2.11361  2.7501
C  0.53230  1.88583  1.20564  -0.4990
O  0.81255  3.06840  0.98183  -0.5176
N  1.19447  0.74487  0.80198  1.2102
C  -0.53992  2.05213  3.53455  -0.4783
C  -0.16151  3.38434  3.67231  -0.0497
C  -0.03294  3.93669  4.94234  -1.1206
C  -0.30129  3.16604  6.07700  -0.4258
C  -0.70360  1.84411  5.92918  -1.0378
C  -0.84812  1.28600  4.65666  -0.2799
C  -2.01822  1.89699  1.53816  -0.2961
C  -2.11819  3.08906  0.81293  -0.2034
C  -3.36844  3.51374  0.35923  -0.9980
C  -4.51729  2.76613  0.63385  -0.5315
C  -4.40361  1.57212  1.35658  -0.9852
C  -3.16226  1.13882  1.81026  0.1194
H  -1.03106  -0.56971  2.74802  0.3127
H  0.07427  3.96278  2.79441  0.4814
H  0.27442  4.96730  5.05844  0.4182
H  -0.22039  3.60386  7.06219  0.4054
H  -0.93000  1.25158  6.79985  0.4166
H  -1.17835  0.25977  4.55428  0.2612
H  -1.23984  3.70538  0.68143  0.4791
H  -3.47206  4.43050  -0.20048  0.4518
H  -5.48915  3.12593  0.31171  0.4037
H  -5.27437  0.96209  1.54579  0.4397
H  -3.09972  0.23039  2.39159  0.2696
Cl  3.78127  0.80026  -2.82499  0.0754
C  5.65802  0.88254  -2.97852  -0.4350
Cl  6.05778  2.32328  -3.86594  -0.1306
H  5.95257  -0.00018  -3.53995  0.3787
H  6.07063  0.90993  -1.97177  0.2683

Entry 2:
Below is C42H44MnNP2SbSeTe as an isolated structure, with properties calculated with ωB97M-V/def2-TZVPD.

* multiplicity: 2
* LUMO level (alpha / beta): -0.13 / 0.24 eV

Last column: Mulliken charge in e.
CARTESIAN COORDINATES (ANGSTROEM)
Mn  -0.07536  0.61060  0.51348  0.5860
Te  2.95114  0.56756  3.25850  0.3218
C  3.97217  -1.11777  4.05209  0.1287
C  5.04175  -1.67721  3.36341  -0.1569
C  5.56358  -2.88475  3.81231  -0.4464
N  5.09561  -3.54666  4.87653  -0.6132
C  4.08275  -2.98286  5.54231  -0.3831
C  3.49437  -1.77689  5.17682  -0.2466
C  1.77760  -0.64276  1.98212  -0.4083
P  1.89115  -0.48403  0.15853  0.3773
C  3.60348  -0.02789  -0.27641  0.3144
C  4.53442  -0.95155  -0.74962  -0.5273
C  5.85035  -0.56590  -0.98320  -0.7787
C  6.24861  0.74235  -0.74356  -0.5760
C  5.32088  1.67727  -0.30167  -0.5876
C  4.00626  1.29330  -0.08240  0.4230
C  1.69509  -2.16896  -0.52537  0.3524
C  0.84300  -2.33964  -1.61492  -0.7091
C  0.56628  -3.61209  -2.10666  -0.7509
C  1.13880  -4.72247  -1.50148  -0.7052
C  2.00192  -4.55888  -0.42392  -0.6882
C  2.27912  -3.28935  0.06025  0.1216
P  0.00301  -0.79556  2.31030  0.2784
C  -0.39354  -0.36235  4.03492  0.5027
C  -0.60007  -1.28380  5.05770  -0.4608
C  -0.86944  -0.84338  6.35047  -0.7572
C  -0.95757  0.51356  6.62474  -0.5706
C  -0.79423  1.43846  5.60012  -0.6357
C  -0.51735  0.99906  4.31646  -0.0460
C  -0.34748  -2.59210  2.19828  0.2187
C  0.46799  -3.51371  2.85556  -0.1660
C  0.19528  -4.87117  2.78077  -0.6774
C  -0.87972  -5.32715  2.02268  -0.7232
C  -1.66345  -4.42289  1.32114  -0.8393
C  -1.39401  -3.05821  1.40743  -0.0972
H  5.45397  -1.19454  2.48214  0.4050
H  6.39500  -3.34867  3.28938  0.3769
H  3.71571  -3.52932  6.40646  0.3786
H  2.66971  -1.37085  5.75480  0.3839
H  4.23150  -1.97216  -0.94367  0.3363
H  6.56500  -1.29219  -1.35827  0.4213
H  7.27835  1.03587  -0.91271  0.3854
H  5.62449  2.70268  -0.11634  0.4493
H  3.27634  2.03046  0.22477  -0.0429
H  0.38723  -1.47596  -2.07064  0.4125
H  -0.10465  -3.73111  -2.94890  0.4351
H  0.90446  -5.71924  -1.86051  0.3872
H  2.44916  -5.42703  0.04919  0.4257
H  2.93497  -3.16377  0.91811  0.5239
H  -0.55933  -2.34247  4.85099  0.4240
H  -1.01783  -1.56810  7.14343  0.4205
H  -1.16562  0.84984  7.63360  0.3932
H  -0.88723  2.49862  5.80577  0.4207
H  -0.39771  1.71418  3.51448  0.0400
H  1.33243  -3.16176  3.41176  0.4486
H  0.83077  -5.57703  3.30425  0.4430
H  -1.09308  -6.38922  1.96953  0.3885
H  -2.48124  -4.77347  0.70124  0.4520
H  -1.96496  -2.34674  0.82662  0.5182
C  2.45464  4.31143  2.03505  -0.9841
C  1.97783  4.40679  0.57885  -1.0395
Sb  0.34697  3.08236  0.13986  0.5426
C  -1.33160  4.31226  0.65487  -0.7820
C  -2.03705  3.80785  1.92075  -1.1056
C  0.33035  3.35613  -1.98009  -0.6448
C  0.31941  4.82192  -2.41676  -1.1698
H  3.36655  4.89332  2.19324  0.3562
H  2.67298  3.28051  2.32479  -0.0488
H  1.69813  4.69028  2.72887  0.3488
H  2.78229  4.15959  -0.11953  0.4362
H  1.63213  5.41744  0.34153  0.5902
H  -2.00412  4.28768  -0.20011  0.4220
H  -0.96784  5.33356  0.77786  0.5525
H  -2.28179  2.74861  1.83998  0.1657
H  -2.97299  4.34639  2.09542  0.4293
H  -1.41123  3.93947  2.80727  0.2729
H  -0.54833  2.82082  -2.32680  0.4304
H  1.20383  2.83241  -2.36863  0.4359
H  -0.56578  5.34644  -2.04723  0.2653
H  0.31069  4.89455  -3.50712  0.4142
H  1.20103  5.36192  -2.06196  0.2845
Se  -1.94432  0.44678  -0.80596  -0.3699
C  -3.75242  0.58457  -0.16833  0.1699
C  -4.56613  1.55027  -0.75538  -0.4934
C  -5.91000  1.64360  -0.40614  -0.5839
C  -6.45382  0.77350  0.53035  -0.4543
C  -5.64157  -0.18161  1.12695  -0.6673
C  -4.29482  -0.27489  0.78486  0.1298
H  -4.14280  2.22275  -1.49394  0.3796
H  -6.53329  2.39999  -0.87179  0.3643
H  -7.50203  0.83938  0.79430  0.3687
H  -6.05314  -0.86723  1.85942  0.3943
H  -3.67210  -1.01319  1.27110  0.2890

Largest force on an atom (computed, eV/Å): 2.68, 2.13
DFT total energy (computed, eV): -199792.8766, -174829.8244